A 9-piece molecular cluster, C3H23NO9S overall. Source: OMol25; level of theory: wB97M-V/def2-TZVPD.

HOMO energy ... -9.308 eV
Multiplicity ... 1
SMILES ... N[C@H](C=O)CS.O.O.O.O.O.O.O.O
Relative energy (zero: lowest compared OMol25 entry of this formula, charge and spin) ... 210.1 kJ/mol

Structure (XYZ):
```
37
Properties=species:S:1:pos:R:3:forces:R:3:nbo_charge:R:1
N -1.87616 -0.24334 0.13848 -0.9 -0.9 -0.1 -0.87
C -0.68912 -0.58069 -0.62097 0.4 0.8 0.0 -0.18
C 0.15911 -1.65498 0.06566 -0.9 0.0 0.0 0.48
O -0.34879 -2.39433 0.87213 0.6 0.1 0.2 -0.56
C 0.14819 0.62944 -0.95493 -0.2 1.0 1.0 -0.51
S -0.72315 1.92765 -1.91005 0.7 0.0 -0.6 -0.06
H -1.81955 0.45943 0.86690 0.9 -0.1 -0.1 0.39
H -2.11182 -1.13553 0.57601 -0.4 0.4 0.2 0.38
H -1.05570 -0.99177 -1.56206 0.2 -0.4 -0.2 0.22
H 1.21929 -1.73578 -0.23178 0.0 -0.1 0.0 0.12
H 0.45229 1.14419 -0.04238 -0.3 -0.3 0.3 0.22
H 1.10940 0.39699 -1.39254 -0.1 -0.3 -0.8 0.22
H -1.98352 1.61788 -1.64694 -0.2 -0.3 0.3 0.13
O 3.02163 -2.11084 -2.99441 -0.3 -0.1 0.4 -0.94
H 2.23699 -2.34014 -2.47850 0.1 -0.1 -0.3 0.46
H 3.62122 -1.77907 -2.31402 0.2 0.3 -0.1 0.49
O -1.07743 -3.71091 -1.56936 0.9 0.2 -0.3 -0.96
H -1.52686 -4.25896 -0.92530 -0.5 0.1 -0.2 0.48
H -1.67403 -3.30564 -2.20049 -0.5 -0.4 0.2 0.48
O 0.89560 3.94224 1.36527 -0.1 -0.2 0.3 -0.95
H 0.33933 3.61832 2.08668 0.0 0.0 -0.2 0.48
H 1.62795 4.39482 1.79689 0.0 0.0 0.0 0.48
O 3.98223 0.21453 -1.15419 0.6 -1.7 -1.0 -0.98
H 4.47544 0.47259 -0.37894 -0.5 0.7 0.2 0.49
H 3.16623 0.68549 -1.29893 0.1 0.8 0.8 0.49
O -0.29590 0.76865 2.65074 -0.1 0.1 0.4 -0.99
H 0.34119 0.93614 3.35409 0.1 0.1 -0.1 0.47
H -0.86934 0.09691 3.07411 0.3 0.0 -0.4 0.50
O -1.12949 -1.61771 3.70188 0.0 0.4 0.4 -0.97
H -2.00140 -1.95588 3.92320 0.2 -0.3 -0.2 0.49
H -0.61550 -2.28399 3.23312 -0.3 -0.1 -0.2 0.50
O 2.52244 2.55905 -0.43597 -0.2 -0.2 -0.1 -0.97
H 2.07618 2.80542 -1.25448 0.1 0.2 0.0 0.47
H 1.82332 2.67850 0.22960 0.2 0.3 0.0 0.50
O -4.89687 0.85276 -0.84930 0.8 0.3 0.0 -0.93
H -4.31841 1.24694 -1.51716 -0.5 0.0 -0.3 0.46
H -4.20500 0.65160 -0.20208 -0.3 -0.4 0.2 0.47
```
Positions in Å, forces in eV/Å.

---

A 9-piece molecular cluster, C3H24NO11 overall. Source: OMol25; level of theory: wB97M-V/def2-TZVPD.

HOMO energy ... -13.639 eV
Charge ... +1
Multiplicity ... 1
Relative energy (zero: lowest compared OMol25 entry of this formula, charge and spin) ... 0.0 kJ/mol

Structure (XYZ):
```
39
Properties=species:S:1:pos:R:3:forces:R:3:nbo_charge:R:1
O -1.03650 -1.65646 2.94430 0.0 0.7 0.2 -0.55
C 0.10167 -1.55061 2.58089 -0.3 -1.3 -0.9 0.76
O 1.10365 -2.27665 3.11035 -0.2 0.7 -0.2 -0.66
C 0.53247 -0.77214 1.33917 1.3 -0.6 0.9 -0.18
C 2.04320 -0.93425 1.06970 -0.7 1.3 -0.5 -0.08
O 2.30478 -0.17254 -0.09615 0.3 0.1 -0.2 -0.73
N 0.12117 0.63734 1.55288 1.4 -0.4 -0.2 -0.71
H -2.33262 1.49554 0.31517 1.2 -0.1 -0.3 0.48
H 0.01221 -1.12574 0.45510 -0.4 -0.2 0.2 0.26
H 2.28840 -1.99092 1.00360 0.1 0.0 -0.1 0.21
H 2.66018 -0.43716 1.81503 -0.1 -0.3 0.4 0.21
H 1.90810 -0.54433 -0.89454 0.1 -0.1 0.0 0.48
H -0.88961 0.65655 1.51424 -0.3 0.5 0.1 0.47
H 0.55003 0.98547 2.42100 -0.4 0.2 0.1 0.46
H 0.55500 1.25676 0.84221 -0.5 0.0 -0.4 0.49
H -4.02543 -0.02040 -2.28242 -0.2 0.2 -0.2 0.48
H -4.42010 -1.27982 -1.56237 -0.1 -0.2 0.2 0.49
O -4.27600 -0.34190 -1.41005 -0.1 0.2 -0.3 -0.93
H 2.18010 -0.57642 -3.71102 0.4 0.0 -0.3 0.49
H 1.92622 -1.63650 -2.62670 -0.2 -0.2 -0.4 0.50
O 1.65543 -0.76344 -2.93588 0.4 -0.1 0.4 -0.98
H 0.64581 0.79427 -2.49299 -0.5 -0.3 -0.4 0.51
H -0.68302 0.78661 -3.36805 0.3 -0.1 -0.4 0.49
O -0.32330 0.81060 -2.48450 -0.4 0.7 0.9 -0.98
H 0.68320 -2.74717 3.83753 0.1 -0.4 0.4 0.51
H -2.79238 2.75133 0.71136 0.6 1.1 0.3 0.49
O -1.92010 2.36253 0.52499 -2.0 -0.8 0.1 -0.97
H 2.51948 2.64043 2.39299 0.0 0.1 0.1 0.50
H 2.17923 2.37949 3.89152 0.1 0.2 -0.1 0.50
O 2.13627 2.00509 3.00678 -0.3 -0.4 -0.1 -0.98
H -2.74391 -0.12923 -0.72996 0.8 -0.7 -0.2 0.50
H -1.20146 0.02534 -1.18787 -0.4 0.3 -0.3 0.50
O -1.79905 -0.33790 -0.50558 -0.2 0.2 0.6 -1.06
H -0.48820 -2.38183 -1.85965 -0.1 0.0 -0.1 0.47
H -0.38906 -3.78925 -2.42105 0.0 -0.2 0.0 0.48
O 0.02680 -2.92453 -2.47053 -0.1 0.1 0.3 -0.95
H 1.03122 3.07080 -1.23790 0.2 0.2 -0.9 0.48
H -0.39713 2.85934 -0.60115 -0.1 0.1 -0.3 0.51
O 0.55324 2.87171 -0.45042 0.1 -0.5 1.5 -0.98
```
Positions in Å, forces in eV/Å.

---

A 10-piece molecular cluster, C3H25O10 overall. Source: OMol25; level of theory: wB97M-V/def2-TZVPD.

HOMO energy ... -6.824 eV
Charge ... -1
Multiplicity ... 1
Relative energy (zero: lowest compared OMol25 entry of this formula, charge and spin) ... 0.0 kJ/mol

Structure (XYZ):
```
38
Properties=species:S:1:pos:R:3:forces:R:3:nbo_charge:R:1
C -0.55504 -1.37593 -1.55694 -0.1 0.2 0.4 -0.07
O -1.49545 -2.05949 -2.38329 0.1 -0.1 0.0 -0.75
C -1.25746 -0.28992 -0.74571 0.8 1.0 -0.8 -0.44
C -1.77032 0.78157 -1.74503 -0.4 -0.6 1.7 -0.64
H 0.18974 -0.92412 -2.21582 -0.1 0.0 -0.1 0.17
H -0.03286 -2.06394 -0.89865 0.0 -0.3 0.1 0.18
H -0.60201 0.18128 -0.00694 0.3 -0.4 -0.3 0.23
H -2.06709 -0.72260 -0.16204 -0.2 -0.1 -0.1 0.17
H -2.01831 1.69242 -1.22050 -0.6 0.3 0.4 0.20
H -2.66350 0.31634 -2.16199 0.2 0.6 -0.9 0.21
H -0.96344 1.13706 -2.36321 0.0 -0.6 -0.9 0.23
H 0.68886 -3.22492 1.38362 0.1 -0.2 -0.1 0.47
H -1.66374 -3.06127 0.71941 -0.1 -0.4 0.0 0.51
O -0.14911 -2.76488 1.41843 0.2 0.7 0.2 -1.04
H 0.63171 2.18090 -1.08949 0.0 0.5 0.0 0.51
H 0.71361 2.90712 -2.42940 0.0 0.0 0.0 0.47
O 1.08540 2.16003 -1.95506 -0.1 -0.3 -0.3 -0.99
H 2.87306 -1.28721 1.73998 0.0 0.3 -0.5 0.48
H 1.75457 -1.08895 0.74431 0.3 0.4 0.4 0.51
O 2.73237 -1.09555 0.79878 0.3 -1.0 0.0 -0.98
H 2.52349 1.07354 -1.38580 0.1 0.4 0.0 0.49
H 3.13153 0.27743 -0.22264 0.3 0.1 -0.1 0.49
O 3.29198 1.04684 -0.80004 0.3 -0.4 -0.1 -1.01
H -3.03331 -2.42860 0.61250 -0.3 0.1 0.1 0.45
H -2.10340 -2.49850 -1.77209 0.1 -0.2 0.0 0.48
O -2.57946 -3.24163 0.38980 0.2 0.1 -0.2 -0.99
H 0.74182 2.97026 0.80682 0.1 0.1 0.0 0.50
H -0.64426 2.38290 0.79628 -0.1 0.6 0.2 0.49
O -0.12049 3.09058 0.36484 0.1 -0.4 -0.2 -1.02
H 1.66767 1.07109 1.39882 0.3 -0.4 -0.1 0.51
H 2.94975 2.00352 1.04855 0.0 -0.6 -0.7 0.50
O 2.13342 1.91192 1.53545 -0.5 1.2 1.2 -1.02
H 0.10541 -1.75603 1.55714 -0.3 -0.5 0.3 0.51
H 0.67225 -0.19849 2.76690 0.1 -0.2 0.0 0.46
O 0.48612 -0.32877 1.83084 -0.6 0.3 0.1 -1.25
H -2.17118 1.06630 1.28231 -0.1 0.5 0.5 0.46
H -0.88634 0.72702 1.93786 0.3 0.2 0.4 0.51
O -1.59598 1.43269 1.98204 -0.3 -1.0 -0.9 -0.98
```
Positions in Å, forces in eV/Å.

---

Computed LUMO energy (eV) in order:
0.09, -2.57, 3.09
Computed max |F| (hartree/bohr) in order:
0.0395, 0.0431, 0.0360